1.
{
  "formula": "CH4N6O",
  "method": "ωB97M-V/def2-TZVPD",
  "e_homo_ev": -8.964,
  "e_lumo_ev": -0.210,
  "total_charge": 0,
  "multiplicity": 1,
  "gap_ha": 0.32173,
  "elements": ["N", "H", "O", "N", "N", "H", "N", "C", "N", "N", "H", "H"],
  "xyz": [[-0.162, -0.907, -0.170], [-0.926, 1.066, -1.584], [-1.494, -0.718, -0.099], [0.475, 1.476, -0.274], [-0.251, 1.708, -1.412], [-0.295, 2.669, -1.762], [0.137, -1.724, 0.845], [0.584, 0.274, 0.225], [1.179, -1.181, 1.725], [1.406, -0.071, 1.288], [0.760, -2.575, 0.452], [-1.412, -0.017, 0.768]],
  "mulliken_charge": [-0.002, 0.242, -0.381, -0.302, -0.263, 0.233, -0.234, 0.414, -0.321, -0.104, 0.318, 0.400]
}

=====

2.
{
  "formula": "CH4NO2",
  "method": "ωB97M-V/def2-TZVPD",
  "e_homo_ev": -1.990,
  "e_lumo_ev": 4.703,
  "total_charge": -1,
  "multiplicity": 1,
  "gap_ha": 0.24598,
  "elements": ["H", "C", "H", "N", "O", "H", "H", "O"],
  "xyz": [[-2.132, -0.950, -0.028], [-0.134, -0.687, -0.026], [1.430, 2.422, -0.057], [-1.486, -0.549, -0.701], [1.789, 1.602, -0.324], [-1.628, -0.915, -1.617], [0.912, 0.982, -0.288], [-0.211, -0.799, 1.206]],
  "mulliken_charge": [0.249, -0.737, 0.296, -0.544, -0.648, 0.249, 0.456, -0.321]
}

=====

3.
{
  "formula": "CH4NO2",
  "method": "ωB97M-V/def2-TZVPD",
  "e_homo_ev": -0.937,
  "e_lumo_ev": 4.563,
  "total_charge": -1,
  "multiplicity": 1,
  "gap_ha": 0.20214,
  "elements": ["O", "H", "N", "C", "H", "H", "O", "H"],
  "xyz": [[0.036, 0.629, 1.028], [-1.952, -0.989, -0.750], [-1.955, -0.849, 0.226], [-0.687, -0.427, 0.937], [1.729, -0.021, -1.183], [-2.479, -1.493, 0.770], [2.254, 0.563, -1.634], [2.189, 1.475, -1.196]],
  "mulliken_charge": [0.159, 0.291, -0.559, -1.349, 0.336, 0.471, -0.678, 0.329]
}

=====

4.
{
  "formula": "CH4NO2",
  "method": "ωB97M-V/def2-TZVPD",
  "e_homo_ev": [-17.358, -18.120],
  "e_lumo_ev": [-8.121, -8.437],
  "total_charge": 1,
  "multiplicity": 1,
  "gap_ha": [0.33946, 0.35586],
  "elements": ["H", "H", "O", "N", "H", "H", "O", "C"],
  "xyz": [[0.338, 0.900, 0.187], [1.659, -0.012, -0.401], [-0.811, -1.193, -0.326], [0.200, -1.073, 0.224], [1.712, 0.189, 1.230], [-2.436, 0.511, -0.821], [-1.599, 0.596, -0.472], [0.937, 0.081, 0.380]],
  "mulliken_charge": [0.424, 0.341, 0.007, 0.465, 0.336, 0.336, -0.354, -0.556]
}

=====

5.
{
  "formula": "CH4NO2SSi",
  "method": "ωB97M-V/def2-TZVPD",
  "e_homo_ev": -3.461,
  "e_lumo_ev": 3.498,
  "total_charge": -1,
  "multiplicity": 1,
  "gap_ha": 0.25574,
  "elements": ["H", "C", "O", "Si", "H", "O", "H", "N", "H", "S"],
  "xyz": [[0.929, 0.642, -0.613], [2.964, 0.081, 0.010], [3.625, -0.746, -0.545], [-0.387, -1.248, 0.446], [-0.662, -2.325, -0.473], [2.970, 0.966, 0.824], [1.111, -0.679, -1.454], [1.240, -0.256, -0.544], [-2.121, 1.020, 1.136], [-1.872, 0.502, -0.152]],
  "mulliken_charge": [0.282, 0.669, -0.558, -0.019, -0.144, -0.555, 0.268, -0.549, 0.109, -0.502]
}

=====

6.
{
  "formula": "CH4NO2Si",
  "method": "ωB97M-V/def2-TZVPD",
  "e_homo_ev": [-2.145, -2.116],
  "e_lumo_ev": [1.493, 1.481],
  "total_charge": -1,
  "multiplicity": 1,
  "gap_ha": [0.13369, 0.13218],
  "elements": ["H", "H", "C", "H", "H", "O", "N", "Si", "O"],
  "xyz": [[2.565, 1.202, 2.819], [-1.066, 0.552, 0.382], [-2.197, -1.286, -1.366], [-0.123, 0.520, -1.789], [3.573, 1.329, 1.565], [-2.510, -2.445, -1.470], [3.144, 0.633, 2.187], [-0.663, -0.319, -0.718], [-2.721, -0.186, -1.610]],
  "mulliken_charge": [-0.029, -0.034, 0.505, -0.054, -0.038, -0.541, -0.609, 0.263, -0.463]
}